(1)
A cluster of 4 separate species, C31H56F4NO8S3 in total at a distorted geometry, computed with ωB97M-V/def2-TZVPD.

The geometry in XYZ format:
```
103
Properties=species:S:1:pos:R:3:forces:R:3
C 2.371 2.268 3.337 0.4 0.1 0.1
C 3.577 1.717 3.601 -0.4 0.4 -0.2
C 4.480 0.973 2.630 -0.3 0.6 0.4
C 5.586 0.315 3.467 0.4 0.0 0.0
C 6.655 -0.295 2.600 0.7 0.6 0.0
O 7.528 0.342 2.093 -0.4 -0.3 -0.1
F 6.566 -1.605 2.404 -0.2 -0.1 0.2
N 5.105 1.900 1.595 -0.1 0.4 -0.1
C 4.169 2.340 0.492 0.3 0.2 -0.5
C 3.329 1.211 -0.056 -0.4 -0.7 -0.2
C 2.191 1.693 -0.938 -0.3 0.3 0.2
C 1.323 2.800 -0.342 0.0 0.1 0.1
C -0.095 2.797 -0.916 -0.6 0.4 0.2
C -1.082 2.078 0.018 0.4 0.4 -0.3
C -1.291 2.809 1.352 0.3 -0.5 0.4
C -1.246 1.887 2.587 -0.3 0.6 0.1
C -2.533 1.119 2.897 0.4 -0.3 0.0
C -2.791 -0.107 1.996 -0.3 0.0 0.4
O 2.740 0.437 0.993 0.1 0.8 0.4
C 3.679 -0.106 1.874 0.1 -0.5 -0.4
C 2.961 -1.103 2.809 0.2 0.0 -0.3
C 1.508 -1.345 2.414 -0.1 -0.4 0.4
C 1.324 -2.152 1.136 -0.3 0.2 0.1
F 0.794 -3.362 1.403 0.1 -0.1 0.0
F 2.477 -2.378 0.476 0.0 0.0 -0.1
F 0.479 -1.553 0.281 0.1 0.0 -0.1
H 1.518 2.087 3.988 0.4 1.1 0.8
H 2.177 2.953 2.521 -0.4 -1.1 -0.8
H 3.935 1.752 4.628 -0.6 -1.3 0.2
H 5.185 -0.421 4.160 -0.3 0.0 -0.2
H 6.064 1.084 4.076 0.2 0.0 -0.1
H 5.392 2.742 2.096 0.2 0.0 0.0
H 5.963 1.518 1.181 0.0 -0.3 0.1
H 4.799 2.713 -0.317 0.0 0.0 0.1
H 3.596 3.189 0.850 -0.2 -0.2 0.2
H 3.930 0.523 -0.667 0.3 0.1 0.1
H 2.556 1.994 -1.912 0.2 0.0 0.0
H 1.556 0.820 -1.105 0.1 -0.1 -0.1
H 1.242 2.655 0.739 0.0 -0.1 0.0
H 1.779 3.787 -0.468 0.1 -0.1 -0.2
H -0.459 3.820 -1.045 0.1 0.0 0.0
H -0.139 2.349 -1.911 0.2 -0.1 0.0
H -0.665 1.083 0.199 -0.3 -0.1 0.0
H -2.038 2.011 -0.495 0.0 -0.4 0.0
H -0.506 3.555 1.517 0.0 0.1 -0.3
H -2.235 3.354 1.347 0.0 0.0 0.0
H -0.398 1.197 2.502 0.0 0.0 -0.1
H -1.031 2.533 3.448 0.0 -0.1 0.1
H -2.461 0.783 3.934 -0.1 0.0 0.0
H -3.376 1.809 2.857 0.0 0.0 -0.1
H -3.736 -0.005 1.467 0.1 0.0 -0.2
H -1.991 -0.281 1.279 0.0 0.0 -0.1
H -2.891 -1.001 2.615 0.1 -0.1 -0.1
H 4.404 -0.673 1.265 0.1 0.0 0.0
H 2.987 -0.777 3.847 -0.1 0.1 0.0
H 3.500 -2.050 2.762 0.0 0.0 0.1
H 0.927 -0.430 2.346 0.1 0.1 -0.1
H 1.052 -1.937 3.208 0.0 0.0 0.0
C -6.825 1.703 -1.951 0.0 0.0 0.1
C -7.432 3.048 -1.531 0.0 0.0 0.0
C -6.528 3.639 -0.442 -0.3 0.1 -0.1
S -4.880 2.993 -0.757 -0.3 0.1 -0.3
O -4.498 2.140 0.343 0.1 0.1 0.1
O -4.012 4.053 -1.206 0.2 -0.1 0.2
C -5.334 1.961 -2.147 -0.2 -0.2 -0.1
H -7.283 1.317 -2.860 0.0 0.0 0.0
H -6.973 0.965 -1.160 0.0 0.0 0.0
H -7.461 3.719 -2.391 0.0 0.0 0.0
H -8.453 2.935 -1.171 0.0 0.0 0.0
H -6.487 4.725 -0.478 0.1 0.0 0.1
H -6.823 3.311 0.553 0.1 0.0 0.0
H -4.726 1.059 -2.137 0.1 0.1 0.1
H -5.144 2.534 -3.054 0.0 0.0 0.0
C -2.430 -7.107 0.250 0.0 0.1 0.0
C -1.542 -5.857 0.316 0.0 0.0 0.0
C -2.466 -4.640 0.437 0.3 0.0 -0.1
S -3.957 -5.223 1.257 0.1 -0.1 0.1
O -5.060 -5.114 0.338 -0.1 0.1 0.0
O -4.033 -4.656 2.579 -0.1 0.1 0.0
C -3.461 -6.941 1.362 0.1 -0.2 -0.1
H -1.853 -8.022 0.375 0.0 0.0 0.0
H -2.931 -7.155 -0.719 0.0 0.0 0.0
H -0.895 -5.915 1.193 0.0 0.0 0.0
H -0.899 -5.772 -0.559 0.0 0.0 0.0
H -2.029 -3.843 1.034 -0.1 0.0 0.0
H -2.758 -4.253 -0.538 -0.1 0.0 0.0
H -4.338 -7.573 1.248 -0.1 0.1 0.0
H -3.015 -7.092 2.345 0.0 0.0 0.0
C 1.404 -1.290 -5.878 0.0 0.1 0.0
C 2.550 -0.680 -6.696 0.0 0.0 0.1
C 2.966 0.623 -6.001 0.1 -0.1 -0.3
S 2.576 0.404 -4.261 0.0 -0.3 -0.4
O 1.538 1.341 -3.906 0.1 0.1 0.1
O 3.793 0.317 -3.482 -0.1 0.2 0.2
C 1.847 -1.221 -4.419 -0.1 -0.2 -0.1
H 1.190 -2.314 -6.178 0.0 0.0 0.0
H 0.495 -0.701 -6.017 0.0 0.0 0.0
H 3.393 -1.373 -6.716 0.0 0.0 0.0
H 2.255 -0.494 -7.727 0.0 0.0 0.0
H 4.030 0.825 -6.097 0.0 0.1 0.1
H 2.393 1.477 -6.358 0.0 0.0 0.1
H 1.031 -1.319 -3.707 0.1 0.1 0.1
H 2.627 -1.952 -4.203 0.0 0.0 0.0
```
Forces are in eV/Å.

Its total charge is +1. The calculation puts the HOMO energy at -11.689 eV. The calculation puts the HOMO-LUMO gap at 8.61 eV. For the largest force on an atom, the calculation gives 1.46 eV/Å.



(2)
A structure of composition C31H57HfN2O2P2S at a distorted geometry, computed with ωB97M-V/def2-TZVPD.

The geometry in XYZ format:
```
96
Properties=species:S:1:pos:R:3:forces:R:3
C 2.333 -1.345 -0.978 0.5 -0.3 -0.8
C 1.593 0.746 -1.785 -1.3 0.7 0.4
C 3.231 -1.414 -2.037 -0.7 -0.8 1.2
C 2.231 0.526 -3.013 0.7 0.1 0.0
C 3.129 -0.522 -3.103 -0.5 0.9 -0.5
H 3.900 -2.265 -2.058 0.1 0.1 -0.2
H 2.100 1.315 -3.757 0.3 -0.4 0.0
H 3.736 -0.645 -3.996 -0.1 0.0 0.2
N 1.467 -0.297 -0.870 0.5 0.3 0.4
P 0.521 -2.561 0.808 1.1 -2.4 -0.1
P 0.295 2.397 0.091 0.7 2.1 0.5
C 2.184 -2.461 0.022 0.4 0.5 -0.4
H 2.385 -3.408 -0.477 0.1 -0.1 0.1
H 2.938 -2.347 0.808 -0.1 0.1 0.0
C 1.051 2.046 -1.463 -3.6 -3.8 -2.1
H 0.480 2.494 -2.295 0.8 0.0 0.0
C -1.523 3.412 -0.045 0.5 0.0 0.0
C 1.874 3.652 0.171 -0.1 0.7 1.4
C -0.402 -3.801 -0.319 -0.2 0.1 0.1
C 1.012 -3.408 2.423 -0.2 -0.1 0.3
C -2.699 2.572 0.493 0.3 -0.2 0.2
H -2.574 2.260 1.536 -0.1 0.1 -0.2
H -3.620 3.181 0.439 0.4 -0.2 0.0
H -2.877 1.676 -0.117 0.0 0.3 0.1
C -1.429 4.716 0.763 0.0 0.1 0.1
H -1.274 4.517 1.836 0.0 0.1 -0.4
H -0.644 5.395 0.403 -0.3 -0.3 0.2
H -2.383 5.267 0.677 0.3 -0.3 0.0
C -1.814 3.645 -1.518 0.0 0.0 -0.4
H -2.818 4.097 -1.643 0.5 -0.1 0.2
H -1.089 4.285 -2.038 -0.2 -0.1 0.2
H -1.853 2.672 -2.021 0.1 0.4 0.2
C 1.868 4.343 1.541 0.3 0.4 -0.1
H 2.048 3.606 2.339 0.0 0.2 -0.2
H 2.693 5.074 1.566 -0.3 -0.2 0.1
H 0.942 4.890 1.758 0.3 -0.2 -0.1
C 3.179 2.852 0.020 0.0 -0.5 0.0
H 3.208 2.009 0.725 0.1 0.3 -0.2
H 3.322 2.448 -0.995 0.0 0.3 0.4
H 4.049 3.497 0.242 -0.5 -0.1 0.0
C 1.726 4.616 -1.028 -0.3 -0.1 -0.1
H 1.802 4.063 -1.976 0.1 0.4 0.4
H 0.767 5.150 -1.038 0.4 0.0 0.1
H 2.543 5.354 -1.048 -0.2 -0.2 0.3
C -0.272 -3.923 3.093 0.0 -0.2 0.3
H -0.037 -4.221 4.128 -0.1 0.1 -0.3
H -1.054 -3.154 3.134 0.1 -0.2 0.0
H -0.682 -4.812 2.593 0.1 0.4 0.2
C 1.672 -2.345 3.304 0.1 0.3 0.4
H 2.606 -1.952 2.878 -0.2 -0.1 0.1
H 0.997 -1.496 3.487 0.4 -0.2 -0.1
H 1.923 -2.789 4.287 -0.1 0.2 -0.5
C 2.029 -4.566 2.271 -0.2 0.0 -0.1
H 2.958 -4.246 1.790 -0.1 -0.1 0.1
H 2.284 -4.914 3.282 -0.1 0.2 -0.2
H 1.627 -5.427 1.730 0.2 0.2 0.2
C -0.151 -3.428 -1.791 0.0 0.1 0.0
H 0.882 -3.638 -2.100 -0.3 0.1 0.0
H -0.821 -4.024 -2.433 0.2 0.1 0.3
H -0.368 -2.372 -1.995 0.1 -0.1 0.0
C -1.902 -3.674 0.002 -0.1 -0.1 0.1
H -2.302 -2.687 -0.275 0.1 -0.3 0.1
H -2.447 -4.440 -0.572 0.1 0.3 0.2
H -2.110 -3.846 1.068 0.0 0.0 -0.3
C 0.031 -5.265 -0.132 0.0 -0.1 -0.1
H 1.102 -5.417 -0.332 -0.3 0.0 0.1
H -0.231 -5.671 0.855 0.2 0.1 -0.4
H -0.521 -5.868 -0.874 0.2 0.3 0.2
Hf -0.306 -0.136 0.371 0.9 1.8 -0.9
C 2.505 0.978 3.827 0.4 0.1 0.1
O 2.080 1.148 4.909 0.5 -0.4 -2.0
N -1.840 -0.289 -1.101 -5.6 -2.1 -2.8
C -2.789 -0.541 -1.848 7.7 3.5 2.1
C -2.813 -0.035 -3.397 -1.2 -0.4 -1.7
C -1.901 1.107 -3.947 0.4 0.6 0.7
C -2.248 -1.275 -4.098 0.8 -1.1 0.3
C -4.300 0.321 -3.597 -0.7 0.3 0.4
H -2.130 2.122 -3.600 -0.1 -0.6 -0.1
H -0.811 0.925 -3.859 -0.6 -0.1 0.3
H -2.068 1.173 -5.037 -0.4 -0.5 0.4
H -2.531 -2.219 -3.606 -0.2 0.2 -0.5
H -2.477 -1.314 -5.173 -0.2 0.2 0.4
H -1.133 -1.234 -4.022 -0.8 -0.1 -0.1
H -4.752 -0.130 -4.494 0.3 0.2 0.3
H -4.872 0.023 -2.692 0.0 0.0 -0.9
H -4.423 1.419 -3.637 0.1 -0.5 -0.2
C -1.132 -0.525 4.385 -0.6 -0.4 0.0
S -0.846 0.378 2.798 0.3 0.3 1.6
C -0.837 2.066 3.518 -0.2 0.4 -0.2
O 2.948 0.814 2.742 -1.0 0.2 1.9
H -0.629 0.004 5.204 0.0 -0.1 -0.5
H -0.774 -1.557 4.344 -0.1 0.4 -0.1
H -2.214 -0.528 4.564 0.3 0.0 -0.1
H -0.480 2.013 4.554 0.0 -0.2 -0.4
H -0.180 2.730 2.944 -0.2 -0.3 0.1
H -1.867 2.443 3.509 0.3 -0.1 0.1
```
Forces are in eV/Å.

Its total charge is +3. The calculation puts the energy relative to the best compared isomer or geometry (same formula, charge and spin) at 443.29 kJ/mol. The calculation puts the HOMO energy (spin up / spin down) at -15.371 / -15.386 eV. The calculation puts the HOMO-LUMO gap (spin up / spin down) at 4.50 / 4.52 eV. For the largest force on an atom, the calculation gives 8.70 eV/Å.



no.,DFT total energy (hartree)
1,-3465.22749
2,-2603.30323